Record 1
The following is a DFT calculation (wB97M-V/def2-TZVPD) of 2 unconnected molecules or ions with the total composition C2HClN2O2 in a non-equilibrium geometry.

Properties
E_LUMO (alpha / beta): -0.35 / -0.35 eV
HOMO level (alpha / beta): -0.3273 / -0.3272 Eh
energy relative to the best compared isomer or geometry (same formula, charge and spin): 2.701 eV

Element x y z (Å)
C -1.15014 0.37693 0.42311
C 1.02682 -1.89158 -0.44149
N -0.45541 1.35618 0.37562
N 0.44193 2.08914 -0.01327
O 1.80172 -1.97250 0.39733
O 0.27112 -2.06555 -1.28636
Cl -2.21533 -0.37671 1.45111
H 0.27927 2.48410 -0.90606

Atomic forces in eV per Å
0.84 0.15 0.93
-0.03 -1.58 -0.13
-1.11 -1.55 -1.32
1.52 0.22 1.37
1.18 0.88 1.40
-1.17 0.71 -1.29
-0.47 0.28 -0.01
-0.76 0.89 -0.95

***

Record 2
The following is a DFT calculation (wB97M-V/def2-TZVPD) of a single C2HClN2S molecule in a non-equilibrium geometry.

Properties
E_LUMO (alpha / beta): -1.42 / -1.42 eV
HOMO level (alpha / beta): -0.3189 / -0.3189 Eh
SMILES: S=C=C/N=N/Cl
energy relative to the best compared isomer or geometry (same formula, charge and spin): 4.100 eV

Element x y z (Å)
S -1.05510 -0.95043 1.54152
C 0.15495 0.00356 1.64083
C 0.74415 0.78420 0.30891
N 0.29169 0.22755 -0.73305
N -0.67117 -0.58595 -0.85713
Cl -1.13275 -0.90231 -2.39051
H 1.66822 1.42339 0.48943

Atomic forces in eV per Å
0.84 0.49 -0.35
0.00 1.39 -2.74
1.11 -0.87 4.74
-1.00 0.13 -1.50
1.40 0.43 2.72
-0.74 -0.43 -2.04
-1.61 -1.13 -0.82

***

Record 3
The following is a DFT calculation (wB97M-V/def2-TZVPD) of a gas-phase ion, C2HClN3O (charge +1) in a non-equilibrium geometry.

Properties
E_LUMO: -5.82 eV
HOMO level: -0.5212 Eh
charge: +1
energy relative to the best compared isomer or geometry (same formula, charge and spin): 4.051 eV

Element x y z (Å)
C 1.53246 -0.64124 0.26236
C -1.23991 0.59503 -0.28227
N 1.16752 0.48446 0.11474
N 0.69675 1.57702 0.24046
N -1.56531 -0.50491 -0.14221
O -0.69319 1.62867 -0.33207
Cl 2.32690 -1.97938 -0.15860
H -2.22522 -1.15964 0.29759

Atomic forces in eV per Å
-0.10 0.09 0.23
-1.97 -2.83 0.83
1.09 -3.51 -0.28
1.83 3.67 1.51
-1.20 -1.57 0.10
-0.31 3.42 -1.79
0.08 0.22 -0.21
0.58 0.52 -0.40

***

Record 4
The following is a DFT calculation (wB97M-V/def2-TZVPD) of a molecular structure, C2HClNO2 in a non-equilibrium geometry.

Properties
E_LUMO: 4.02 eV
HOMO level: -0.1931 Eh
charge: -1
energy relative to the best compared isomer or geometry (same formula, charge and spin): 0.510 eV

Element x y z (Å)
C -2.35530 -0.25269 1.83111
C 1.41331 -0.47292 -0.58353
N -1.58147 0.20179 1.03052
O 2.34118 -0.08389 0.02516
O 0.82256 -1.24441 -1.19835
Cl 0.44023 1.42284 -1.28574
H -1.08051 0.42929 0.18083

Atomic forces in eV per Å
2.82 1.70 -2.73
2.38 1.39 0.15
-3.25 -2.02 2.97
0.20 -0.01 0.98
-1.90 -2.54 -0.95
-0.81 0.98 -0.05
0.56 0.50 -0.37

***

Record 5
The following is a DFT calculation (wB97M-V/def2-TZVPD) of 3 unconnected molecules or ions with the total composition C2HClNO4 in a non-equilibrium geometry.

Properties
E_LUMO: 3.62 eV
HOMO level: -0.1862 Eh
charge: -1
energy relative to the best compared isomer or geometry (same formula, charge and spin): 0.167 eV

Element x y z (Å)
C 0.43705 1.50982 0.40400
C -1.51598 -1.52513 0.45846
N 0.62867 1.55031 -0.82047
O -1.41064 -2.65372 0.24845
O 0.17550 2.11022 1.40604
O -1.82033 -0.41635 0.55877
O 1.04725 0.57270 -1.73737
Cl 1.10768 -0.91238 0.74223
H 1.35081 -0.23548 -1.26010

Atomic forces in eV per Å
0.05 1.29 0.24
-0.34 0.49 -0.61
0.23 -0.52 -0.70
0.21 -1.24 0.14
0.30 -1.50 -0.86
-0.35 0.70 0.40
-0.26 0.54 0.25
0.51 -0.21 0.34
-0.36 0.45 0.80

***

Record 6
The following is a DFT calculation (wB97M-V/def2-TZVPD) of a gas-phase ion, C2HClNOS2 (charge -1) in a non-equilibrium geometry.

Properties
E_LUMO: 3.16 eV
HOMO level: -0.1675 Eh
charge: -1
SMILES: [O-]/C(Cl)=N/C(=S)S
energy relative to the best compared isomer or geometry (same formula, charge and spin): 1.361 eV

Element x y z (Å)
O 2.01694 1.17457 -1.46088
C 1.47234 0.33250 -0.43591
Cl 2.45138 0.22505 0.99048
N 0.49400 -0.43197 -0.53682
C -0.72603 -0.56343 -0.15865
S -1.58948 -1.91401 -0.21495
S -1.58042 0.94079 0.57713
H -2.53872 0.23649 1.23961

Atomic forces in eV per Å
-2.92 -4.39 5.58
4.79 5.98 -6.44
0.43 0.03 0.87
-1.92 -0.71 -0.15
0.14 1.53 0.86
-1.44 -2.21 -0.21
0.42 -0.41 -0.04
0.50 0.18 -0.47

***

Record 7
The following is a DFT calculation (wB97M-V/def2-TZVPD) of a single C2HClO molecule in a non-equilibrium geometry.

Properties
E_LUMO: 0.13 eV
HOMO level: -0.3166 Eh
SMILES: O=C=CCl
energy relative to the best compared isomer or geometry (same formula, charge and spin): 0.678 eV

Element x y z (Å)
O 0.08098 -1.77527 -0.82497
C 0.30667 -0.78178 -0.31350
C 0.19022 0.49721 0.34194
Cl -1.46101 0.78277 0.46422
H 0.88313 1.27707 0.33232

Atomic forces in eV per Å
0.45 -1.15 -0.26
-0.49 5.33 2.21
0.84 -5.60 -2.45
-1.87 0.78 0.46
1.06 0.63 0.04

***

Record 8
The following is a DFT calculation (wB97M-V/def2-TZVPD) of a single C2HClO molecule in a non-equilibrium geometry.

Properties
E_LUMO: -0.13 eV
HOMO level: -0.3436 Eh
SMILES: O=C=CCl
energy relative to the best compared isomer or geometry (same formula, charge and spin): 0.335 eV

Element x y z (Å)
O 0.85963 1.89357 1.92145
C 0.78533 1.09274 1.03925
C 0.69955 0.25492 0.08007
Cl 2.10921 -0.32605 -0.69660
H -0.31682 -0.32952 -0.19569

Atomic forces in eV per Å
-0.20 -2.16 -2.41
0.13 3.62 3.99
-2.98 -3.21 -2.18
0.52 -0.08 -0.29
2.54 1.83 0.88

***

Record 9
The following is a DFT calculation (wB97M-V/def2-TZVPD) of 2 unconnected molecules or ions with the total composition C2HClO in a non-equilibrium geometry.

Properties
E_LUMO (alpha / beta): 1.02 / -1.55 eV
HOMO level (alpha / beta): -0.2768 / -0.4202 Eh
2S+1: 3
energy relative to the best compared isomer or geometry (same formula, charge and spin): 1.340 eV

Element x y z (Å)
C -1.24039 0.20660 -0.10760
C 0.83677 0.14393 0.54776
O -2.34597 -0.07264 -0.11789
Cl 1.34844 -1.25570 -0.16110
H 1.40116 0.97781 -0.16117

Atomic forces in eV per Å
-2.77 0.36 -1.14
3.26 2.54 -2.36
1.46 -0.04 0.56
0.02 -1.81 0.19
-1.97 -1.06 2.74

***

Record 10
The following is a DFT calculation (wB97M-V/def2-TZVPD) of 2 unconnected molecules or ions with the total composition C2HClO2 in a non-equilibrium geometry.

Properties
E_LUMO (alpha / beta): -0.50 / -0.62 eV
HOMO level (alpha / beta): -0.3133 / -0.3110 Eh
energy relative to the best compared isomer or geometry (same formula, charge and spin): 2.529 eV

Element x y z (Å)
C 1.11362 0.58687 0.44800
C -0.87279 -0.71324 -0.26999
O 1.54920 0.24324 1.45491
O -1.32766 -1.60745 0.32035
Cl -1.63851 0.04229 -1.66376
H 1.17615 1.44830 -0.28951

Atomic forces in eV per Å
-2.77 -0.95 -1.25
2.29 1.27 1.18
0.49 0.33 -0.09
0.00 -0.27 0.11
-0.29 0.35 -0.69
0.28 -0.73 0.73

***

Record 11
The following is a DFT calculation (wB97M-V/def2-TZVPD) of a molecular structure, C2HF2I2N in a non-equilibrium geometry.

Properties
E_LUMO: -0.44 eV
HOMO level: -0.3189 Eh
energy relative to the best compared isomer or geometry (same formula, charge and spin): 4.120 eV

Element x y z (Å)
C -2.15662 -0.41701 -0.99007
C -3.48202 -0.62672 -1.06796
N -0.85597 -2.57096 0.49332
F -4.21780 -0.78189 0.02263
F -4.02848 -0.88435 -2.26360
I -0.88573 -0.27262 -2.60311
I -1.07242 -0.70681 0.86437
H 0.06648 -2.91924 0.10056

Atomic forces in eV per Å
-0.47 0.44 0.66
2.37 -0.49 -0.30
0.63 -1.58 0.19
-0.46 0.04 -1.29
-0.69 0.36 1.58
-0.18 -0.03 -0.26
-0.27 -0.36 -1.06
-0.93 1.62 0.49

***

Record 12
The following is a DFT calculation (wB97M-V/def2-TZVPD) of a molecular structure, C2HF2O7S2 in a non-equilibrium geometry.

Properties
E_LUMO: 3.12 eV
HOMO level: -0.2264 Eh
charge: -1
energy relative to the best compared isomer or geometry (same formula, charge and spin): 0.617 eV

Element x y z (Å)
C 0.41972 0.54342 0.81316
C 1.81696 -0.28657 -1.76813
O -1.72122 2.15202 0.07447
O 1.50415 -1.56033 2.10749
O -0.77537 -1.92751 1.45215
O -2.13185 -0.22023 -0.11176
O -1.65211 0.80764 2.08516
O 0.78066 -0.60536 -0.21758
O 2.92142 -0.43960 -1.45801
F 1.22716 0.88419 -2.04399
F 1.11498 -1.17992 -2.65440
S 0.37245 -1.08583 1.36949
S -1.35769 0.66011 0.71996
H -2.51928 2.25798 -0.36801

Atomic forces in eV per Å
-0.96 -0.52 -0.70
-1.74 -0.42 -3.23
3.96 -0.21 1.83
0.27 0.42 -0.12
-0.25 0.12 -0.22
0.43 0.05 -0.06
-0.77 0.11 2.41
-1.22 -0.66 1.98
1.49 -0.30 0.41
0.09 -0.02 0.56
1.02 0.90 1.78
2.41 -1.09 -0.70
-2.39 2.30 -2.68
-2.32 -0.67 -1.26

***

Number 1: E -21684.6646 eV. Number 2: E -28422.4469 eV. Number 3: E -21116.0481 eV. Number 4: E -20199.6295 eV. Number 5: E -24293.9038 eV. Number 6: E -39821.3401 eV. Number 7: E -16657.9956 eV. Number 8: E -16658.3387 eV. Number 9: E -16654.3403 eV. Number 10: E -18704.2804 eV. Number 11: E -25211.3681 eV. Number 12: E -43525.3082 eV.